# 1
19
Properties=species:S:1:pos:R:3:lowdin_charge:R:1 method="wB97M-V/def2-TZVPD" homo_ev=-7.9 orbital_gap_ev=8.461 total_energy_ha=-439.33809
C 0.94829 0.02632 -0.21469 -0.2621
C -0.85843 -0.89249 -0.40710 -0.3484
C 0.20243 0.85890 0.63260 -0.1859
C -0.65696 1.97189 0.11057 -0.0516
N -0.91056 -1.93517 0.54156 0.0534
O 1.75970 -0.93089 0.31507 0.0390
O -0.59369 -1.31055 -1.74384 -0.0724
O 1.84844 1.81756 0.80897 -0.2265
H 2.20449 -1.37974 -0.41795 0.1275
H -1.35721 -1.81558 -2.06306 0.0841
H 2.42453 1.30759 1.39830 0.0015
H 1.17410 0.35436 -1.22251 0.1543
H -1.79848 -0.34002 -0.37953 0.1189
H 0.05161 0.51605 1.64964 0.1470
H -1.75170 -2.50090 0.50982 0.0793
H -0.08650 -2.52246 0.53351 0.0755
H -1.70345 1.81771 0.38238 0.0816
H -0.30221 2.90736 0.54212 0.0884
H -0.59440 2.05006 -0.97586 0.0963

=====

# 2
19
Properties=species:S:1:pos:R:3:lowdin_charge:R:1 method="wB97M-V/def2-TZVPD" homo_ev=-9.5 smiles="N[C@H](C=O)CCO.O" orbital_gap_ev=10.171 total_energy_ha=-439.44626
N -0.49029 -1.54270 -1.28570 0.0497
C -0.42933 -0.18750 -0.84512 -0.3729
C 0.93804 0.39750 -1.14268 -0.2156
O 1.24110 1.55950 -1.23083 0.0508
C -0.60293 -0.05952 0.69976 -0.1272
C -1.80885 -0.79158 1.25617 -0.2163
O -1.35812 -1.67611 2.33496 -0.0966
H -0.42789 -2.23376 -0.56969 0.0743
H -1.03924 -1.88104 -2.05889 0.0862
H -1.17448 0.45848 -1.30130 0.1497
H 1.72772 -0.38251 -1.21514 0.1356
H -0.58618 1.00646 0.93138 0.1210
H 0.31923 -0.48049 1.11217 0.1227
H -2.33864 -1.47625 0.60203 0.1107
H -2.48993 -0.07693 1.72107 0.1157
H -1.67811 -1.37889 3.18959 0.0738
O 3.70630 2.92249 -0.94995 -0.0746
H 3.44186 3.61268 -0.34047 0.0246
H 3.04974 2.21015 -0.90735 -0.0116

=====

# 3
19
Properties=species:S:1:pos:R:3:mulliken_spin:R:1 method="wB97M-V/def2-TZVPD" homo_ev="-14.8 / -14.8" multiplicity=2 total_charge=+1 orbital_gap_ev="10.358 / 5.600" total_energy_ha=-439.08400
O -0.15044 3.14509 -1.54565 0.2049
C -0.53273 2.02580 -1.49534 0.0329
C -0.02455 1.13963 -0.30821 0.0308
C 0.70766 -0.10137 -0.84268 0.1138
N -1.18251 0.90579 0.45078 0.5272
C -1.04920 0.15624 1.72120 -0.0005
O -1.20088 -1.22446 1.49957 0.0761
H -1.22178 1.61146 -2.26203 0.0246
H 0.71582 1.70152 0.27253 0.0096
H 0.36508 -0.48976 -1.81516 -0.0044
H 1.72721 0.08773 -1.18324 0.0022
H 0.64053 -0.91777 -0.14645 0.0022
H -1.83784 0.41444 -0.17234 -0.0178
H -0.05390 0.34686 2.09498 0.0003
H -1.82559 0.44009 2.40667 0.0056
H -1.33378 -1.39808 0.56061 -0.0081
H 1.81482 -3.18733 -0.24757 0.0001
H 1.99953 -1.95469 0.70809 -0.0015
O 2.44254 -2.70119 0.30426 0.0019

=====

# 4
19
Properties=species:S:1:pos:R:3:mulliken_spin:R:1 method="wB97M-V/def2-TZVPD" homo_ev="-14.7 / -14.4" multiplicity=2 total_charge=+1 orbital_gap_ev="11.159 / 5.329" total_energy_ha=-439.12209
C -0.93412 -0.43517 -1.26436 0.1209
O -2.04076 0.35759 -1.22410 0.2573
C 0.17468 0.12492 -0.26442 0.0796
C 1.55937 -0.50438 -0.63034 0.0969
C 2.58590 -0.05252 0.34742 -0.0009
O 3.24531 0.92968 0.24448 0.0761
N -0.19301 -0.17203 1.09161 0.3486
H -0.51557 -0.37102 -2.26600 0.0105
H -1.09134 -1.48099 -0.98648 0.0013
H -2.53563 0.10177 -0.41814 -0.0047
H 0.14173 1.21570 -0.25986 -0.0149
H 1.80506 -0.05732 -1.59770 0.0045
H 1.42676 -1.58394 -0.62151 -0.0014
H 2.74694 -0.71236 1.22751 0.0211
H -0.13624 -1.15834 1.34010 -0.0074
H 0.08685 0.46194 1.83009 -0.0021
H -3.39166 0.63466 1.72570 -0.0013
H -2.14390 -0.08094 1.44973 -0.0055
O -3.07557 -0.11448 1.22508 0.0216

=====

# 5
21
Properties=species:S:1:pos:R:3:lowdin_charge:R:1 method="wB97M-V/def2-TZVPD" homo_ev=-9.7 smiles="CN[C@@H]([C@H](C)O)S(=O)(=O)O" orbital_gap_ev=10.146 total_energy_ha=-912.83438
C -1.60909 -1.72959 0.65422 -0.0445
N -0.40606 -0.86733 0.25627 -0.1173
C -0.69158 0.49765 0.10633 -0.3041
C 0.65289 1.31154 0.03609 -0.4005
C 1.78169 0.70995 -0.70159 -0.0366
O 1.02093 1.72444 1.38129 -0.0435
S -1.33952 0.60783 -1.65012 0.6577
O -1.14520 1.87131 -2.27057 -0.2582
O -2.64838 0.02866 -1.68953 -0.2951
O -0.36286 -0.47757 -2.41223 -0.1954
H -2.27360 -1.84644 -0.14376 0.0327
H -0.96347 -2.72868 0.79830 0.1437
H -2.22527 -1.31635 1.35720 0.0434
H 0.38492 -1.06686 0.83519 0.1003
H -1.49772 0.72199 0.75337 0.1270
H 0.45877 2.31743 -0.44848 0.1537
H 2.21511 -0.05545 -0.11364 0.0796
H 1.34468 0.47641 -1.63803 0.0537
H 2.50424 1.49571 -0.94198 0.1064
H 1.12801 0.94986 1.95688 0.0867
H -0.88415 -1.32540 -2.40458 0.1104

=====

# 6
18
Properties=species:S:1:pos:R:3:lowdin_charge:R:1 method="wB97M-V/def2-TZVPD" homo_ev=-9.2 smiles="CC(C)N=[S@@H](C)=O" orbital_gap_ev=9.781 total_energy_ha=-687.05248
C 1.08158 -0.07232 0.84606 -0.0755
C 0.92502 0.61118 -0.56971 -0.3939
C 1.80800 0.00877 -1.56510 -0.0918
N -0.63807 0.51921 -1.01556 -0.2296
S -1.56256 -0.44114 -0.34229 0.6094
C -2.12718 0.23316 1.28510 -0.1601
O -2.70820 -0.78854 -1.08665 -0.3796
H 0.70761 0.57748 1.67034 0.0880
H 0.60906 -0.99947 0.80080 0.0077
H 2.05719 -0.30148 1.01428 0.0394
H 1.08752 1.62828 -0.49226 0.0911
H 2.79733 0.07236 -1.20718 0.0648
H 1.74423 0.57255 -2.53461 0.1066
H 1.51891 -1.03285 -1.66812 0.0869
H -0.90801 -1.67126 0.13403 0.0872
H -2.63541 1.19952 1.10658 0.0757
H -2.57008 -0.60746 1.90136 0.0831
H -1.18691 0.49200 1.72294 -0.0093

=====

# 7
18
Properties=species:S:1:pos:R:3:lowdin_charge:R:1 method="wB97M-V/def2-TZVPD" homo_ev=-8.9 smiles="C=CO.NCCS" orbital_gap_ev=9.658 total_energy_ha=-687.14029
C -1.20941 -0.61838 2.36200 -0.0002
C -0.44186 -1.69099 2.40723 -0.2900
O -0.38045 -2.47193 3.53420 -0.0237
H -1.19751 -0.04415 1.45381 0.0252
H -1.77436 -0.27749 3.21590 0.0589
H 0.28238 -1.91592 1.63928 0.0968
H 0.05800 -3.30638 3.32684 0.0923
N 0.98667 0.60224 -0.02956 -0.0098
C 0.65738 1.45471 -1.17326 -0.3833
C 0.07028 0.57499 -2.26878 -0.5788
S -0.28882 1.61684 -3.71623 0.6865
H 1.75248 -0.00043 -0.30603 0.0675
H 1.33542 1.14876 0.75413 0.0765
H 1.51316 1.99753 -1.58856 0.0983
H -0.09420 2.18382 -0.87000 0.1050
H 0.78611 -0.19728 -2.54733 0.0653
H -0.83856 0.10539 -1.90939 0.0709
H -1.21672 0.83867 -4.28424 -0.1574

=====

# 8
18
Properties=species:S:1:pos:R:3:lowdin_charge:R:1 method="wB97M-V/def2-TZVPD" homo_ev=-8.8 smiles=CN[C@H](CO)CS orbital_gap_ev=9.639 total_energy_ha=-687.15250
C 0.01019 -2.09626 -0.45601 -0.1327
N 0.02405 -0.82785 -1.18745 -0.0867
C 0.06558 0.37859 -0.32846 -0.4306
C 1.27491 0.31766 0.59364 -0.1993
O 1.54659 1.68229 1.01402 -0.0829
C -1.23217 0.62238 0.45313 -0.5130
S -2.43949 1.60378 -0.50698 0.7021
H -0.43131 -2.04838 0.52375 0.0643
H -0.41234 -2.87457 -1.09290 0.0814
H 1.03643 -2.45655 -0.36759 0.0731
H -0.80549 -0.74023 -1.76084 0.0900
H 0.25273 1.16363 -1.05811 0.1256
H 1.01403 -0.18294 1.52369 0.1195
H 2.14569 -0.05014 0.06192 0.1253
H 2.45422 1.93397 0.82626 0.0788
H -1.00709 1.14799 1.35445 0.0622
H -1.69410 -0.33049 0.67955 0.0619
H -1.80243 2.75713 -0.27206 -0.1390

=====

Number 1: strongest force on any atom 0.0902 hartree/bohr. Number 2: strongest force on any atom 0.0425 hartree/bohr. Number 3: strongest force on any atom 0.0490 hartree/bohr. Number 4: strongest force on any atom 0.0604 hartree/bohr. Number 5: strongest force on any atom 0.1249 hartree/bohr. Number 6: strongest force on any atom 0.0879 hartree/bohr. Number 7: strongest force on any atom 0.0141 hartree/bohr. Number 8: strongest force on any atom 0.0341 hartree/bohr.